Record 1
# C2H4N4

C2H4N4 in the gas phase at a distorted geometry (ωB97M-V with the def2-TZVPD basis set, the OMol25 dataset).

Each line ends with the Mulliken charge.
Atoms and positions in Å:
N 2.041 0.004 0.125  -0.719
N -1.243 -0.837 -0.020  -0.688
N 0.053 -1.002 -0.094  0.335
N -0.229 1.094 -0.200  -0.258
C -1.456 0.415 0.207  -0.098
C 0.742 0.070 0.007  0.412
H 0.520 -1.808 -0.091  0.182
H -0.418 2.199 -0.031  0.309
H -2.445 0.917 0.167  0.297
H 2.281 0.966 -0.011  0.229

- Energy above the lowest of the compared OMol25 structures with the same formula, charge and spin: 59.0 kcal/mol
- F_max: 5.8 eV/A
- LUMO energy: 0.65 eV
- DFT total energy: -297.550281 Ha
- SMILES: [H]/N=c1\[nH]cn[nH]1

=====

Record 2
# C5H11NO3

2 unconnected molecules or ions with the total composition C5H11NO3 at a distorted geometry (ωB97M-V with the def2-TZVPD basis set, the OMol25 dataset).

Each line ends with the Mulliken charge.
Atoms and positions in Å:
O -5.307 1.226 0.398  -0.364
O -1.542 -1.677 0.144  -0.492
O -5.777 -0.912 -0.282  -0.347
N 0.101 0.042 -0.125  0.349
C 1.247 -0.904 -0.035  -0.948
C 0.480 1.020 -1.042  -1.067
C -5.575 0.145 0.114  0.713
C -0.068 0.522 1.296  -0.982
C -1.148 -0.637 -0.811  -0.777
H 1.005 -1.854 0.259  0.272
H 1.773 -0.859 -0.957  0.325
H 0.597 0.511 -2.011  0.449
H 1.376 1.524 -0.696  0.402
H 0.085 -0.329 1.938  0.416
H 0.635 1.302 1.428  0.387
H -1.132 0.783 1.312  0.307
H -2.024 -2.347 -0.430  0.381
H -1.792 0.202 -0.677  0.172
H -0.317 1.737 -1.275  0.357
H 1.817 -0.452 0.757  0.446

- Energy above the lowest of the compared OMol25 structures with the same formula, charge and spin: 96.7 kcal/mol
- F_max: 3.7 eV/A
- LUMO energy: 0.61 eV
- DFT total energy: -477.471428 Ha

=====

Record 3
# C17H22N2O5

C17H22N2O5 in the gas phase at a distorted geometry (ωB97M-V with the def2-TZVPD basis set, the OMol25 dataset).

Each line ends with the Mulliken charge.
Atoms and positions in Å:
O -5.750 -0.771 0.193  -0.137
O 3.237 1.828 0.846  -0.456
O 2.300 -2.610 -0.357  -0.495
O -1.718 1.830 -0.344  -0.695
O 3.995 -0.853 0.351  -0.587
N -2.329 -0.306 0.128  -0.074
N -4.468 -1.195 0.337  -0.676
C 4.970 0.318 -1.564  -1.032
C 2.916 3.206 0.895  -0.503
C 5.082 -0.056 -0.091  -0.353
C -1.405 0.685 -0.092  0.354
C 0.940 1.223 0.340  -0.388
C 2.289 0.921 0.468  0.729
C -3.695 -0.166 0.067  0.373
C 0.008 0.245 0.022  -0.925
C 1.453 -3.730 -0.511  -0.470
C 2.760 3.829 -0.488  -1.048
C 0.835 -4.189 0.807  -1.057
C -7.062 1.192 -0.381  -1.188
C 0.423 -1.064 -0.203  -0.518
C -4.472 0.975 -0.268  0.085
C 1.767 -1.384 -0.108  0.335
C 2.719 -0.397 0.232  0.854
C -5.756 0.525 -0.168  0.059
H -0.288 -1.813 -0.512  0.625
H 2.113 -4.509 -0.900  0.362
H 1.624 -4.419 1.519  0.316
H -7.621 0.681 -1.164  0.305
H 5.951 -0.699 0.071  0.408
H 4.838 -0.579 -2.166  0.307
H 3.770 3.654 1.412  0.380
H -7.655 1.154 0.532  0.307
H 3.669 3.681 -1.066  0.283
H 0.207 -3.412 1.236  0.318
H -2.019 -1.223 0.412  0.189
H 1.929 3.378 -1.026  0.321
H -4.107 1.943 -0.529  0.447
H -6.903 2.227 -0.666  0.306
H 2.020 3.374 1.504  0.366
H 5.183 0.843 0.524  0.256
H 0.567 2.221 0.505  0.543
H 5.872 0.831 -1.883  0.384
H 0.676 -3.535 -1.261  0.367
H 2.575 4.894 -0.388  0.410
H 0.235 -5.079 0.642  0.384
H 4.116 0.972 -1.727  0.229

- Energy above the lowest of the compared OMol25 structures with the same formula, charge and spin: 77.1 kcal/mol
- F_max: 1.3 eV/A
- LUMO energy: 0.73 eV
- DFT total energy: -1146.658403 Ha
- SMILES: CCOc1cc(C(=O)Nc2cc(C)on2)cc(OCC)c1OCC

=====

Record 4
# C25H35N5O5Pd

A molecular structure, C25H35N5O5Pd at a distorted geometry (ωB97M-V with the def2-TZVPD basis set, the OMol25 dataset).

Each line ends with the Mulliken charge.
Atoms and positions in Å:
Pd 0.652 -0.820 0.072  -1.388
O 0.678 -3.496 0.659  -0.374
O 2.338 1.086 1.531  -0.461
O 4.392 1.297 2.411  -0.850
O -1.452 -2.596 -3.843  -0.833
O -0.306 -1.870 -2.056  -0.504
N 2.831 1.308 -2.038  -0.716
N -2.124 -0.971 -0.060  1.705
N 3.169 -1.261 0.136  -0.265
N 4.047 3.133 -1.359  -0.272
N 1.698 3.223 -1.182  0.131
C 0.389 1.575 -2.386  -0.556
C -3.271 -0.529 -3.550  -0.548
C -0.710 -0.436 2.324  -1.431
C -3.617 -2.599 3.484  -0.847
C 1.774 4.247 -0.152  -0.557
C -1.727 -1.663 4.822  -1.662
C -4.089 0.061 -0.991  -0.292
C -4.845 0.484 -2.065  -0.518
C -2.498 -0.981 -2.486  0.212
C -1.308 -1.903 -2.817  0.067
C -3.807 -2.266 1.118  -0.224
C -4.303 -2.794 2.294  -0.927
C 2.819 2.470 -1.501  0.187
C -1.930 -1.304 2.328  1.143
C -2.628 -1.509 1.113  -0.417
C 0.746 -4.438 -0.393  -0.598
C -2.896 -0.660 -1.174  0.560
C 3.914 -0.733 1.285  -0.646
C -4.429 0.208 -3.362  -0.678
C 0.429 2.501 -1.185  -0.430
C -2.432 -1.868 3.503  1.056
C 4.219 4.009 -0.199  -0.485
C 1.568 0.619 -2.258  1.770
C 3.083 5.014 -0.220  -0.736
C 3.497 0.692 1.772  0.457
H 5.185 4.512 -0.298  0.377
H 4.198 3.455 0.745  0.216
H 0.076 -5.274 -0.164  0.233
H 1.766 -4.846 -0.498  0.240
H 1.668 -0.008 -3.144  0.383
H -4.398 0.296 0.021  0.437
H 3.459 -2.209 -0.061  0.153
H -4.005 -3.013 4.409  0.282
H -1.750 -0.610 5.116  0.340
H 4.785 2.455 -1.461  0.363
H -5.221 -3.371 2.287  0.358
H -0.549 1.020 -2.415  0.063
H -0.940 0.525 1.860  0.131
H 3.366 -0.691 -0.682  0.190
H 1.369 -0.087 -1.394  -1.317
H -2.216 -2.246 5.604  0.372
H 0.323 1.920 -0.262  -0.028
H -5.760 1.040 -1.889  0.344
H -4.325 -2.440 0.183  0.507
H 1.664 3.791 0.841  0.345
H -2.946 -0.804 -4.546  0.434
H 0.929 4.927 -0.311  0.314
H -0.315 -0.248 3.318  0.436
H -5.013 0.550 -4.210  0.368
H 0.801 -2.551 0.256  0.292
H 0.146 -0.891 1.732  0.387
H 3.759 -1.405 2.133  0.317
H -1.072 -1.081 -0.231  -0.904
H 4.995 -0.684 1.104  0.305
H 0.443 -4.000 -1.346  0.227
H 0.479 2.168 -3.302  0.315
H 3.129 5.601 -1.143  0.315
H -0.375 3.243 -1.223  0.409
H 3.157 5.694 0.632  0.389
H -0.681 -1.970 4.766  0.336

- Energy above the lowest of the compared OMol25 structures with the same formula, charge and spin: 33.5 kcal/mol
- Total charge: -2
- F_max: 1.8 eV/A
- LUMO energy: 4.78 eV
- DFT total energy: -1751.547287 Ha